Entry 1:
C30H33BCsN9S2 | the ωB97M-V functional and the def2-TZVPD basis

Values from the calculation:
Largest force on an atom: 0.2 eV Å⁻¹
LUMO: 0.0011 Eh

Each line ends with the Löwdin charge.
Geometry (Å):
H (5.05829, -2.55881, -3.58534)  0.103
N (-1.86036, -0.02148, 3.49025)  -0.138
C (-2.82034, 1.24329, -1.15335)  -0.356
H (4.54972, 1.16467, -5.65815)  0.109
C (-5.40644, -2.24635, -0.11788)  -0.091
H (-1.55072, -3.37549, -1.45423)  0.095
C (1.45090, -3.48278, 0.10446)  -0.124
H (5.15200, 0.95799, 0.54175)  0.093
H (-2.32758, -3.34748, 0.89808)  0.099
N (-3.95847, 1.56216, -0.46674)  0.167
H (-7.05659, -1.52936, 1.05729)  0.101
H (0.91889, -0.38750, 5.13741)  0.114
C (2.71373, 1.23510, 1.96660)  -0.866
B (1.14713, 2.12607, 3.85565)  -0.465
C (3.49090, -1.33141, -2.81714)  -0.017
H (-0.71254, 0.79595, -2.35817)  0.062
H (0.69759, 2.82881, -1.34905)  0.103
H (5.71193, -0.99905, -5.36406)  0.102
C (-3.83988, -0.61149, -0.84612)  -0.233
N (1.86272, 2.16238, 2.45939)  -0.021
C (-5.77985, 0.07805, 0.47571)  -0.022
C (1.53695, 1.58501, -2.81780)  -0.317
C (-1.10730, -0.79386, 4.36164)  -0.064
C (2.82692, -0.11754, -2.98032)  -0.239
H (1.74464, -3.44774, 2.23020)  0.105
C (-1.80878, 2.28887, -1.47998)  -0.184
C (4.52271, -1.62416, -3.68610)  -0.082
C (-1.17223, 1.11718, 3.19771)  -0.841
Cs (0.16780, -0.21227, 0.44223)  0.989
C (-3.18912, -0.33550, 3.01831)  -0.038
N (-0.82480, 1.79891, -2.42068)  -0.049
N (-2.71327, -0.02666, -1.42578)  0.152
H (-1.46489, -1.73489, 4.73991)  0.113
C (-0.33861, -3.42789, 1.71145)  -0.122
N (3.23473, 1.74925, 0.81413)  -0.137
C (1.02103, -3.46409, 1.42636)  -0.125
C (3.21775, 0.76365, -3.99547)  -0.190
C (1.84940, 3.24888, 1.61251)  -0.084
H (2.51256, -3.49270, -0.10881)  0.104
C (-4.61365, 0.37269, -0.21808)  -0.215
H (-0.67192, -3.39864, 2.74066)  0.099
H (3.00111, 3.60967, -0.24782)  0.115
C (-6.15710, -1.25177, 0.52375)  -0.093
N (0.00859, 1.04456, 3.84111)  -0.015
C (4.89892, -0.73214, -4.70230)  -0.089
H (0.41302, 3.39686, -2.99738)  0.125
C (2.69895, 3.00511, 0.58938)  -0.077
H (1.22973, 4.10151, 1.82366)  0.116
N (2.37145, 1.85084, -3.86385)  0.175
H (-6.36259, 0.84966, 0.96156)  0.114
H (2.32644, 2.66049, -4.45672)  0.163
C (4.25562, 0.47859, -4.87473)  -0.019
H (-3.91125, 0.40201, 3.36741)  0.093
C (-1.26823, -3.39880, 0.67664)  -0.126
H (4.38614, 1.67025, -0.90405)  0.091
H (-5.74645, -3.27292, -0.07420)  0.101
S (3.03984, -0.33180, 2.53132)  0.532
C (-4.25068, -1.94105, -0.81360)  -0.029
C (0.52422, -3.46234, -0.93105)  -0.121
C (-0.83470, -3.41598, -0.64426)  -0.126
C (0.05059, -0.12833, 4.56004)  -0.081
H (1.94093, 1.78739, 4.69405)  0.072
H (3.86396, 0.08743, -0.28346)  0.056
H (0.66671, 3.21310, 4.04053)  0.069
H (-3.21699, -0.34520, 1.92852)  0.063
N (1.77784, 0.43346, -2.25672)  0.116
H (-3.46476, -1.32034, 3.39093)  0.095
H (-3.68336, -2.70667, -1.32493)  0.098
S (-1.72727, 2.33698, 2.14773)  0.560
H (0.85978, -3.46798, -1.96080)  0.106
H (-1.35374, 2.59578, -0.52288)  0.053
H (-2.31685, 3.17294, -1.87922)  0.133
H (3.19927, -2.01172, -2.02711)  0.098
H (-4.05192, 2.39944, 0.08604)  0.147
C (4.21749, 1.07855, -0.00574)  -0.053
C (0.44438, 2.50065, -2.37028)  -0.150

Cartesian forces (eV/Å) of the 3 atoms listed first:
-0.004 -0.001 0.006
0.042 0.025 0.134
-0.095 0.065 0.027

***

Entry 2:
C30H33BaN9OS | the ωB97M-V functional and the def2-TZVPD basis

Values from the calculation:
Largest force on an atom: 0.4 eV Å⁻¹
LUMO: 0.0071 Eh

Each line ends with the natural charge from an NBO analysis.
Geometry (Å):
C (-2.30972, 0.97241, 1.81287)  0.036
C (-0.12172, 1.53877, -3.21456)  -0.277
H (4.62412, -2.75789, 4.36300)  0.210
H (-1.99656, -3.48225, 1.66537)  0.190
C (-1.40800, -2.84454, 3.71943)  -0.357
C (2.97025, 1.91226, 1.44611)  -0.063
C (4.23018, -0.00308, 2.27314)  -0.056
H (-0.70635, 2.16648, -3.89271)  0.205
H (-4.65940, 0.41323, -2.96043)  0.243
N (1.09340, -0.58125, -3.27353)  -0.520
H (1.51416, -2.88133, -5.68667)  0.225
C (1.13279, -1.98660, -5.21592)  -0.267
C (-4.16406, -1.65421, -2.99510)  0.360
N (-0.37889, -2.13876, 1.81734)  -0.627
H (1.91629, 3.44160, 0.40448)  0.216
C (-2.09347, 2.17184, -0.13683)  0.135
H (-3.35479, -0.90417, -0.38592)  0.385
H (2.18742, -2.32352, -3.38469)  0.196
H (1.30169, 3.62213, 2.83365)  0.208
C (5.35864, 0.81240, 2.35324)  -0.203
H (-0.86231, 0.69613, -5.67368)  0.223
C (-3.39482, 1.73583, 2.21223)  -0.264
O (-1.30818, 3.52055, -1.91823)  -0.686
C (0.23538, -1.56780, 2.90764)  -0.069
H (6.29373, 0.37588, 2.68692)  0.205
C (1.68196, 2.55201, 0.99275)  -0.394
H (-5.66188, -0.59432, -1.91418)  0.235
H (-0.13199, 3.42480, 1.81694)  0.211
C (-5.15181, -0.55696, -2.87792)  -0.664
C (1.51373, -1.66674, -3.92473)  0.060
C (1.34010, -0.67679, 2.80836)  0.156
H (-1.92921, 0.16202, 2.42949)  0.226
H (-3.87725, 1.53126, 3.15772)  0.227
H (-3.45071, 3.77143, -0.50340)  0.247
H (3.53525, -2.03583, 2.22739)  0.220
C (4.36852, -1.46301, 2.63468)  -0.430
H (-2.45237, -0.01919, -1.51707)  0.422
H (-0.08668, -1.70065, 5.09962)  0.210
C (-0.18356, -0.00332, -5.20395)  -0.257
C (-1.36106, -2.90084, 2.32063)  -0.043
H (1.75952, -0.34808, 3.76489)  0.172
H (0.79284, 2.10805, -2.99875)  0.205
N (-2.67490, -0.94409, -1.13558)  -0.688
C (-1.35598, 2.37599, -1.45395)  0.580
H (6.19808, 2.76208, 2.06864)  0.211
N (-0.84445, 1.25568, -1.97488)  -0.816
H (0.49460, 2.05661, 2.74323)  0.206
H (-5.88686, -0.65599, -3.67134)  0.254
C (-3.83798, 2.75187, 1.37566)  -0.161
H (5.31277, -1.14413, 4.56334)  0.203
H (1.13681, 1.89137, 0.31263)  0.180
C (0.78005, 2.93631, 2.16418)  -0.601
H (5.27337, -1.84606, 2.15451)  0.208
C (4.11665, 2.68817, 1.54620)  -0.202
C (3.02769, 0.56272, 1.83288)  0.204
C (4.47453, -1.70062, 4.14099)  -0.592
C (-2.34376, -2.87413, -2.55754)  0.242
N (-3.07488, -1.78747, -2.15705)  -0.243
C (-0.37814, -1.98752, 4.10017)  -0.252
H (-4.68802, 3.35969, 1.65873)  0.219
H (-2.09359, -3.37789, 4.35881)  0.212
N (1.85989, -0.23827, 1.70761)  -0.652
Ba (0.20107, -0.72689, -0.47358)  1.818
H (-0.09505, -1.36763, -6.86451)  0.220
H (-2.84135, -4.16415, -4.12090)  0.429
H (4.06706, 3.73206, 1.25820)  0.207
C (5.30984, 2.14724, 2.00222)  -0.222
N (-4.18225, -2.60642, -3.86626)  -0.260
N (-1.68013, 1.17874, 0.65380)  -0.517
C (0.24690, -1.14220, -5.86258)  -0.151
C (-3.17633, 2.98028, 0.17926)  -0.231
S (-0.93132, -3.49502, -1.91451)  -0.316
H (3.57232, -1.37540, 4.66008)  0.202
C (0.27773, 0.26696, -3.91895)  0.238
N (-3.06959, -3.34979, -3.57907)  -0.378

Cartesian forces (eV/Å) of the 3 atoms listed first:
-0.034 0.017 0.029
0.028 -0.181 0.088
0.003 -0.008 -0.015

***

Entry 3:
C30H33BiN4O7P2 | the ωB97M-V functional and the def2-TZVPD basis

Values from the calculation:
Energy above the lowest of the compared OMol25 structures with the same formula, charge and spin: 33.0 kJ/mol
Largest force on an atom: 1.1 eV Å⁻¹
LUMO: 0.1381 Eh
Charge: -2

Each line ends with the Löwdin charge.
Geometry (Å):
C (6.02547, -3.59795, 2.38707)  -0.061
H (-4.28784, 0.59478, 1.33531)  0.054
C (-2.62658, -2.38572, -2.47336)  -0.231
C (2.90778, 1.95554, 2.05731)  -0.022
P (-2.83301, 2.13216, 1.46100)  0.143
N (3.02970, -1.58827, 3.17829)  0.139
H (4.48337, -0.96809, 1.02953)  0.083
C (-2.42770, -4.24049, 0.83346)  -0.089
H (-3.23437, -0.53682, -3.35657)  0.079
C (2.06342, -3.69788, -0.70410)  -0.245
H (4.23425, -2.47490, 0.17072)  0.073
H (-1.76059, -0.42066, -2.41847)  0.004
H (2.88729, -0.94598, 3.94354)  0.138
H (-1.34777, -4.27798, 0.99529)  0.058
H (3.73749, -2.77957, 5.35142)  0.110
C (0.93467, -1.58014, -2.09255)  -0.136
C (-3.63105, -4.57765, -2.74683)  -0.165
H (6.68527, -3.80439, 1.55599)  0.107
H (1.44195, -2.67237, -3.86751)  0.092
N (1.93572, -2.44837, 1.34232)  0.138
C (4.38283, -3.02561, 4.51927)  -0.026
H (-3.65108, -5.82529, -0.99639)  0.086
H (-4.13992, -5.29988, -3.37562)  0.064
H (-0.69695, 0.48631, 3.64660)  0.063
C (2.41727, 3.28705, 3.98167)  -0.110
C (2.03254, 0.96503, 2.50013)  -0.260
H (5.63425, -4.32877, 5.65445)  0.093
C (0.24182, 0.19194, 4.11843)  -0.043
P (-1.23959, 2.65643, -0.98490)  0.142
H (2.84457, -5.69253, -0.66652)  0.072
C (0.95969, -1.51710, -0.70480)  -0.252
H (3.44230, -4.69627, 0.65461)  0.058
C (2.25555, -1.32278, 2.03168)  -0.426
H (-0.54454, 2.81490, 1.00300)  -0.017
H (-3.45222, -3.11172, -4.29048)  0.093
H (0.47345, -0.76532, -2.63057)  0.078
C (-3.25206, -3.33947, -3.24673)  -0.115
N (1.84560, -0.16237, 1.72959)  0.087
H (3.74244, 3.89339, 2.41238)  0.093
C (4.11951, -2.44333, 3.27532)  -0.216
H (-1.72758, -1.18108, -4.01288)  0.073
C (3.08711, 3.11572, 2.78292)  -0.105
Bi (-0.71253, -0.27286, 0.28100)  1.764
C (1.96502, -3.74083, -2.08614)  -0.076
C (4.98041, -2.69836, 2.19669)  -0.208
O (-3.96426, 2.96929, 1.92071)  -0.331
H (2.36599, -3.28228, 1.71434)  0.113
H (0.45329, -0.82567, 3.79688)  0.063
H (0.97914, 2.46823, 5.33650)  0.107
H (1.78116, -5.30764, 0.68720)  0.083
C (2.56654, -4.91091, 0.04043)  -0.050
C (1.52783, 2.31621, 4.41444)  -0.058
H (3.42397, 1.80240, 1.12157)  0.109
H (-2.87625, -5.18475, 1.14573)  0.056
H (2.56140, 4.18981, 4.56206)  0.089
O (-2.61267, 2.37076, -0.14684)  -0.296
C (5.44809, -3.89164, 4.68527)  -0.111
O (-0.20717, 3.14956, 0.13782)  -0.180
H (2.29497, -4.63007, -2.61340)  0.096
C (-2.31132, -1.05857, -3.09725)  -0.069
H (-2.81202, -3.43070, 1.45271)  0.061
C (6.26180, -4.19923, 3.61124)  -0.113
C (4.88097, -1.97016, 0.88736)  -0.016
O (-1.50656, 2.17305, 2.15691)  -0.369
O (-1.46599, 3.66565, -2.02828)  -0.312
C (1.30070, 1.16132, 3.68529)  -0.228
C (1.63091, -2.53976, -0.03480)  -0.257
H (7.09940, -4.87158, 3.73190)  0.091
C (-2.73034, -3.94724, -0.60742)  -0.249
H (5.86798, -1.89055, 0.43241)  0.082
C (-2.34179, -2.65880, -1.09898)  -0.370
H (0.11230, 0.22074, 5.20069)  0.076
O (-3.34228, 0.56541, 1.46965)  -0.231
C (1.46521, -2.65428, -2.78496)  -0.095
C (-3.36303, -4.86179, -1.41320)  -0.119
O (-0.76316, 1.28874, -1.50011)  -0.483
N (-1.79681, -1.81881, -0.25573)  -0.270

Cartesian forces (eV/Å) of the 3 atoms listed first:
-0.122 -0.025 0.172
-0.406 -0.122 -0.108
0.032 0.025 -0.098

***

Number 1: HOMO level -7.014 eV. Number 2: HOMO level -7.201 eV. Number 3: HOMO level -0.885 eV.